Formula: C33H27BF2N6O4S3Ti
Source: the Open Molecules 2025 dataset
Level of theory: ωB97M-V/def2-TZVPD

As for the net charge: -1. The multiplicity is 2. The total energy is -4172.150979 a.u. The value obtained for the frontier orbital gap (alpha / beta) is 6.676 / 5.740 eV.

Cartesian coordinates (Å):
Ti -0.18765 0.10815 -0.83343
C -1.54503 3.12517 -5.24253
S -0.55766 1.63305 -5.50157
C -0.49107 0.97132 -3.85508
S -0.30071 2.01117 -2.46334
N -0.54249 -0.30554 -3.79744
N -0.44305 -0.78836 -2.50451
C -0.52615 -2.17398 -2.40915
C -0.83010 -2.73713 -1.23255
C -1.35420 -4.07359 -1.06294
C -2.16493 -4.32320 -0.02636
C -2.48300 -3.24293 0.90307
C -1.81756 -2.09015 0.87282
N -0.73676 -1.87757 -0.05193
H -1.37245 3.76926 -6.10396
H -1.21736 3.63143 -4.33610
H -2.60323 2.87818 -5.17055
H -0.45550 -2.75435 -3.31995
H -1.15855 -4.81322 -1.83171
H -2.61523 -5.29849 0.10850
H -3.27041 -3.37114 1.63452
H -1.99111 -1.29565 1.58426
C -5.95187 -0.74825 -1.90964
C -5.88277 0.16441 -0.86346
C -4.66132 0.60917 -0.38785
C -3.46209 0.14186 -0.94237
C -3.54116 -0.74492 -2.01265
C -4.76914 -1.18761 -2.48363
N -2.19813 0.55590 -0.43517
N -2.36676 1.34169 0.60849
C -1.25100 1.93893 1.06688
C -1.34355 2.78255 2.19539
C -0.22797 3.44018 2.62995
C 0.98593 3.28263 1.93704
C 1.01471 2.43788 0.86060
N -0.06278 1.75172 0.44131
H -6.90845 -1.10417 -2.27317
H -6.79384 0.54242 -0.41399
H -4.61755 1.32067 0.42160
H -2.64685 -1.09009 -2.49168
H -4.78953 -1.88522 -3.31266
H -2.30861 2.88007 2.67350
H -0.27888 4.08640 3.49801
H 1.88619 3.79592 2.24408
H 1.91915 2.26919 0.29652
F 1.68508 -2.19924 -0.20763
B 0.66806 -2.24335 0.72700
F 0.61539 -3.52738 1.25293
O 2.38893 -0.52954 -2.86376
C 2.58320 0.04130 -1.82376
O 1.67078 0.29608 -0.88371
C 3.94009 0.59940 -1.50178
C 4.83874 0.79904 -2.53690
C 6.09652 1.36713 -2.30900
C 6.39330 1.70678 -1.01385
O 7.54717 2.27183 -0.53169
C 7.34017 2.45448 0.87081
O 6.06695 1.91150 1.20599
C 5.50676 1.49338 0.02029
C 4.27017 0.94391 -0.18148
H 4.53622 0.50670 -3.53353
H 6.80342 1.53420 -3.11075
H 7.35790 3.51994 1.10484
H 8.11866 1.92955 1.42328
H 3.58294 0.74994 0.63286
S 0.97511 -0.82101 2.04022
C 0.15382 -1.32307 3.53178
C -0.42187 -0.31520 4.30646
C -1.01842 -0.61044 5.52502
C -1.05932 -1.91896 5.98450
C -0.49253 -2.92581 5.21237
C 0.11745 -2.63666 3.99789
H -0.40292 0.70485 3.94009
H -1.45792 0.18740 6.11351
H -1.52740 -2.15206 6.93326
H -0.51598 -3.95254 5.55871
H 0.55996 -3.42595 3.40889

Cartesian forces (eV/Å) of the 6 atoms listed first:
-0.1466 0.0718 -0.9845
0.0605 -0.0770 0.0299
0.0678 0.0561 0.0385
-0.0748 0.3013 0.0112
-0.1413 -0.6980 -0.2623
-0.0330 -0.3372 0.2268